Entry 1:
Molecular formula: CH6OS
Method: DFT, ωB97M-V/def2-TZVPD

Positions of all 9 atoms, in Å:
1 C 0.358 0.653 2.951
2 S 1.712 0.524 1.777
3 H 0.360 1.502 3.633
4 H 0.548 -0.141 3.685
5 H -0.641 0.459 2.609
6 H 0.966 0.374 0.697
7 O -1.187 -0.989 -4.777
8 H -1.764 -1.008 -5.526
9 H -0.352 -1.375 -5.049

Output
LUMO energy = 0.946 eV
energy relative to the best compared isomer or geometry (same formula, charge and spin) = 30.7 kJ/mol
HOMO level = -8.952 eV

***

Entry 2:
Molecular formula: C45H59N7O5SSc
Method: DFT, ωB97M-V/def2-TZVPD

Positions of all 118 atoms, in Å:
1 Sc -0.024 0.160 0.110
2 C -2.304 2.434 1.180
3 C -3.717 1.970 0.829
4 C -4.350 1.245 2.024
5 C -3.828 1.176 -0.462
6 C -4.720 1.682 -1.401
7 C -4.966 1.033 -2.593
8 C -4.355 -0.180 -2.830
9 C -3.460 -0.737 -1.924
10 C -3.037 -2.162 -2.231
11 C -3.919 -3.108 -1.410
12 C -1.545 -2.456 -2.087
13 C -3.138 -0.023 -0.750
14 N -2.125 -0.461 0.153
15 C -2.521 -1.184 1.214
16 O -3.614 -1.709 1.394
17 C -1.438 -1.287 2.275
18 C -1.613 -1.914 3.503
19 C -0.580 -1.850 4.427
20 C 0.573 -1.137 4.127
21 C 0.660 -0.511 2.889
22 N -0.322 -0.618 1.998
23 C 1.728 0.509 2.539
24 O 2.703 0.666 3.264
25 N 1.418 1.215 1.433
26 C 2.006 2.507 1.316
27 C 3.062 2.790 0.435
28 C 3.432 4.112 0.208
29 C 2.823 5.154 0.875
30 C 1.890 4.863 1.851
31 C 1.479 3.563 2.101
32 C 0.512 3.317 3.239
33 C 1.288 3.164 4.555
34 C -0.528 4.430 3.417
35 C 3.884 1.757 -0.307
36 C 3.273 1.517 -1.690
37 C 4.085 0.432 0.425
38 H -2.331 2.947 2.137
39 H -1.599 1.593 1.266
40 H -1.940 3.124 0.420
41 H -4.308 2.880 0.666
42 H -3.646 0.568 2.495
43 H -4.665 1.972 2.769
44 H -5.216 0.670 1.711
45 H -5.248 2.599 -1.189
46 H -5.653 1.448 -3.313
47 H -4.596 -0.720 -3.736
48 H -3.280 -2.345 -3.286
49 H -3.843 -2.899 -0.347
50 H -4.959 -2.965 -1.693
51 H -3.651 -4.145 -1.603
52 H -1.140 -2.106 -1.131
53 H -1.365 -3.527 -2.169
54 H -1.015 -1.963 -2.898
55 H -2.546 -2.412 3.714
56 H -0.685 -2.327 5.389
57 H 1.381 -1.015 4.832
58 H 4.227 4.322 -0.496
59 H 3.115 6.174 0.679
60 H 1.473 5.670 2.430
61 H -0.020 2.377 3.041
62 H 1.798 4.091 4.804
63 H 0.597 2.924 5.360
64 H 2.030 2.375 4.488
65 H -0.096 5.301 3.902
66 H -0.958 4.742 2.468
67 H -1.326 4.071 4.062
68 H 4.875 2.202 -0.455
69 H 2.260 1.135 -1.560
70 H 3.867 0.793 -2.246
71 H 3.236 2.442 -2.264
72 H 4.275 0.602 1.483
73 H 3.202 -0.200 0.335
74 H 4.939 -0.094 -0.002
75 C 3.674 -2.884 -1.019
76 N 2.968 -2.252 -2.117
77 C 3.496 -2.526 -3.438
78 C 1.913 -1.473 -1.906
79 O 1.434 -1.231 -0.787
80 C 1.295 -0.804 -3.138
81 O 0.244 0.012 -2.662
82 C 0.017 1.249 -3.312
83 C -0.110 2.296 -2.201
84 O -0.198 1.885 -1.031
85 N -0.110 3.582 -2.512
86 C 0.031 4.077 -3.865
87 C -0.146 4.578 -1.457
88 H 4.736 -2.642 -1.078
89 H 3.547 -3.966 -1.074
90 H 3.279 -2.512 -0.078
91 H 4.225 -3.328 -3.362
92 H 4.001 -1.653 -3.859
93 H 2.709 -2.842 -4.122
94 H 0.904 -1.568 -3.827
95 H 2.069 -0.224 -3.657
96 H -0.927 1.187 -3.873
97 H 0.837 1.499 -3.996
98 H 1.079 4.073 -4.175
99 H -0.324 5.105 -3.906
100 H -0.558 3.486 -4.565
101 H -0.017 4.086 -0.494
102 H -1.096 5.114 -1.476
103 H 0.666 5.288 -1.598
104 N 1.245 -8.263 0.710
105 C 0.210 -7.549 0.236
106 S -0.941 -8.234 -0.718
107 C 0.161 -6.114 0.550
108 C 1.300 -5.361 0.848
109 C 1.157 -4.006 1.099
110 N 0.002 -3.362 1.050
111 C -1.085 -4.082 0.794
112 C -1.060 -5.440 0.543
113 H 1.272 -9.256 0.543
114 H 1.891 -7.873 1.377
115 H 2.285 -5.805 0.869
116 H 2.016 -3.405 1.373
117 H -2.024 -3.553 0.800
118 H -1.971 -5.980 0.352

Output
charge = +1
LUMO energy = -2.553 eV
energy relative to the best compared isomer or geometry (same formula, charge and spin) = 86.0 kJ/mol
HOMO level = -10.403 eV

***

Entry 3:
Molecular formula: C32H27AsIrN2O6PSSe
Method: DFT, ωB97M-V/def2-TZVPD

Positions of all 72 atoms, in Å:
1 Ir 0.398 -0.907 0.573
2 O -0.372 2.300 2.587
3 As 0.017 0.800 3.455
4 O -0.914 0.709 4.778
5 O -0.381 -0.429 2.338
6 C 1.875 1.076 3.883
7 C 2.093 1.436 5.203
8 C 3.364 1.834 5.612
9 C 4.409 1.881 4.704
10 C 4.204 1.500 3.382
11 C 2.940 1.108 2.981
12 S 2.741 0.436 1.367
13 O 2.285 -0.969 1.629
14 O 3.988 0.561 0.686
15 O 1.554 1.068 0.752
16 H -0.665 2.928 3.260
17 H 1.267 1.401 5.902
18 H 3.530 2.107 6.645
19 H 5.393 2.197 5.023
20 H 5.014 1.493 2.668
21 C -1.070 -3.465 -6.513
22 C 0.179 -3.120 -6.016
23 C 0.300 -2.593 -4.739
24 C -0.842 -2.421 -3.956
25 C -2.099 -2.750 -4.464
26 C -2.209 -3.282 -5.739
27 P -0.743 -1.753 -2.291
28 C 0.886 -1.040 -2.037
29 C 1.925 -1.761 -1.419
30 C 3.227 -1.249 -1.465
31 C 3.481 -0.048 -2.090
32 C 2.444 0.683 -2.675
33 C 1.160 0.197 -2.649
34 C -0.810 -3.081 -1.092
35 C -1.263 -4.366 -1.411
36 C -1.282 -5.343 -0.435
37 C -0.845 -5.038 0.855
38 C -0.388 -3.767 1.164
39 C -0.358 -2.760 0.199
40 H -1.158 -3.874 -7.510
41 H 1.064 -3.263 -6.622
42 H 1.277 -2.329 -4.353
43 H -2.989 -2.592 -3.865
44 H -3.182 -3.544 -6.131
45 H 1.757 -2.758 -1.039
46 H 4.034 -1.807 -1.012
47 H 4.489 0.342 -2.105
48 H 2.656 1.626 -3.161
49 H 0.361 0.735 -3.147
50 H -1.583 -4.596 -2.420
51 H -1.627 -6.339 -0.675
52 H -0.860 -5.801 1.622
53 H -0.050 -3.545 2.169
54 C -3.753 1.170 1.981
55 N -2.877 1.942 1.096
56 C -1.978 1.421 0.269
57 Se -1.858 -0.431 -0.129
58 N -1.291 2.405 -0.317
59 C -1.727 3.625 0.180
60 C -1.340 4.931 -0.090
61 C -2.031 5.926 0.569
62 C -3.072 5.632 1.464
63 C -3.453 4.333 1.732
64 C -2.754 3.330 1.071
65 H -3.152 0.469 2.558
66 H -4.508 0.645 1.400
67 H -4.235 1.860 2.666
68 H -0.450 2.239 -0.851
69 H -0.534 5.156 -0.775
70 H -1.768 6.960 0.391
71 H -3.589 6.445 1.953
72 H -4.251 4.114 2.428

Output
charge = +1
LUMO energy (alpha / beta) = -3.016 / -5.012 eV
multiplicity = 2
energy relative to the best compared isomer or geometry (same formula, charge and spin) = 163.0 kJ/mol
HOMO level (alpha / beta) = -10.521 / -11.216 eV

***

Entry 4:
Molecular formula: C21H35O6SSbV
Method: DFT, ωB97M-V/def2-TZVPD

Positions of all 65 atoms, in Å:
1 V -1.290 -0.259 0.677
2 O -2.665 2.900 5.157
3 C -2.295 2.268 4.226
4 C -2.508 2.622 2.728
5 O -3.180 3.480 2.253
6 C -1.683 1.605 1.990
7 C -1.185 0.650 2.822
8 O -0.450 -0.379 2.305
9 C -1.525 0.924 4.265
10 O -1.225 0.260 5.203
11 O -1.402 1.543 0.637
12 C 2.869 -0.978 2.196
13 C 2.573 -1.373 0.754
14 C 1.770 -2.670 0.699
15 C 3.857 -1.487 -0.070
16 Sb 1.372 0.191 -0.171
17 C 2.039 2.198 0.324
18 C 1.705 2.504 1.780
19 C 3.556 2.176 0.115
20 C 1.360 3.199 -0.606
21 C 1.144 -0.065 -2.325
22 C 2.408 0.462 -3.010
23 C -0.084 0.729 -2.766
24 C 0.951 -1.550 -2.616
25 H 3.469 -1.781 2.637
26 H 1.973 -0.866 2.803
27 H 3.465 -0.068 2.262
28 H 2.318 -3.432 1.262
29 H 1.638 -3.044 -0.313
30 H 0.791 -2.578 1.176
31 H 4.466 -2.285 0.368
32 H 4.458 -0.581 -0.053
33 H 3.665 -1.768 -1.107
34 H 2.082 1.758 2.478
35 H 0.634 2.628 1.931
36 H 2.175 3.458 2.037
37 H 4.063 1.565 0.861
38 H 3.923 3.201 0.236
39 H 3.857 1.847 -0.880
40 H 0.274 3.116 -0.604
41 H 1.726 3.127 -1.630
42 H 1.609 4.204 -0.249
43 H 2.586 1.517 -2.807
44 H 2.279 0.366 -4.093
45 H 3.299 -0.104 -2.742
46 H 0.041 1.803 -2.657
47 H -0.996 0.439 -2.239
48 H -0.255 0.523 -3.827
49 H 1.861 -2.122 -2.440
50 H 0.704 -1.659 -3.677
51 H 0.139 -2.005 -2.047
52 O -1.937 -1.495 -0.471
53 S -3.283 -2.048 0.250
54 C -4.529 -0.748 -0.093
55 C -5.528 -1.347 -1.090
56 C -4.732 -2.304 -1.970
57 C -3.964 -3.183 -0.993
58 H -3.961 0.076 -0.531
59 H -4.954 -0.434 0.859
60 H -6.006 -0.548 -1.654
61 H -6.308 -1.885 -0.550
62 H -4.041 -1.766 -2.621
63 H -5.371 -2.922 -2.599
64 H -3.122 -3.759 -1.377
65 H -4.618 -3.844 -0.416

Output
charge = +2
LUMO energy (alpha / beta) = -8.451 / -7.523 eV
multiplicity = 2
energy relative to the best compared isomer or geometry (same formula, charge and spin) = 39.9 kJ/mol
HOMO level (alpha / beta) = -14.785 / -14.809 eV

***

Entry 5:
Molecular formula: C38H26LiN7O6
Method: DFT, ωB97M-V/def2-TZVPD

Positions of all 78 atoms, in Å:
1 Li -0.438 0.777 0.406
2 O 3.636 1.465 1.445
3 C 2.461 1.410 1.020
4 N 1.511 0.503 1.172
5 C 1.678 -0.616 1.975
6 C 2.717 -0.791 2.898
7 C 2.796 -1.926 3.702
8 C 1.808 -2.898 3.615
9 C 0.765 -2.747 2.703
10 C 0.673 -1.628 1.866
11 N -0.404 -1.384 1.006
12 C -1.153 -2.396 0.585
13 O -0.970 -3.631 0.639
14 C -2.415 -1.949 -0.136
15 C -2.849 -2.664 -1.252
16 C -3.967 -2.228 -1.934
17 C -4.639 -1.107 -1.462
18 C -4.164 -0.496 -0.315
19 N -3.081 -0.902 0.345
20 C 2.008 2.577 0.146
21 C 2.940 3.509 -0.305
22 C 2.505 4.543 -1.114
23 C 1.159 4.620 -1.448
24 C 0.300 3.653 -0.946
25 N 0.716 2.663 -0.161
26 H 3.478 -0.028 2.950
27 H 3.633 -2.044 4.385
28 H 1.865 -3.800 4.219
29 H 0.012 -3.514 2.607
30 H -2.279 -3.529 -1.561
31 H -4.297 -2.732 -2.835
32 H -5.496 -0.699 -1.982
33 H -4.660 0.384 0.082
34 H 3.971 3.385 -0.006
35 H 3.207 5.280 -1.490
36 H 0.778 5.404 -2.090
37 H -0.759 3.639 -1.187
38 O -2.879 2.087 -2.737
39 C -2.074 1.269 -2.256
40 O -1.564 1.272 -1.111
41 C -1.641 0.108 -3.163
42 C -2.345 -0.146 -4.334
43 C -2.048 -1.237 -5.155
44 C -1.008 -2.040 -4.753
45 O -0.482 -3.160 -5.379
46 C 0.321 -3.746 -4.356
47 O 0.728 -2.712 -3.488
48 C -0.286 -1.774 -3.606
49 C -0.577 -0.718 -2.781
50 H -3.156 0.529 -4.573
51 H -2.607 -1.447 -6.059
52 H 1.195 -4.215 -4.805
53 H -0.287 -4.473 -3.799
54 H -0.039 -0.539 -1.859
55 N 0.828 -1.116 6.176
56 C 1.390 -1.330 7.410
57 C 2.039 -2.423 7.972
58 C 2.469 -2.294 9.280
59 C 2.254 -1.113 10.007
60 C 1.611 -0.027 9.440
61 C 1.180 -0.133 8.119
62 N 0.541 0.795 7.314
63 C 0.372 0.173 6.173
64 C -0.233 0.703 4.941
65 C 0.244 1.866 4.353
66 C -0.232 2.202 3.098
67 N -1.143 1.489 2.431
68 C -1.637 0.409 3.036
69 C -1.204 -0.027 4.281
70 H 1.006 -1.639 5.313
71 H 2.202 -3.333 7.408
72 H 2.982 -3.122 9.754
73 H 2.604 -1.053 11.030
74 H 1.448 0.888 9.994
75 H 1.014 2.453 4.834
76 H 0.175 3.055 2.566
77 H -2.367 -0.150 2.462
78 H -1.580 -0.954 4.693

Output
charge = -2
LUMO energy = 4.202 eV
energy relative to the best compared isomer or geometry (same formula, charge and spin) = 20.2 kJ/mol
HOMO level = -1.541 eV

***

Entry 6:
Molecular formula: FN2O3S
Method: DFT, ωB97M-V/def2-TZVPD

Positions of all 7 atoms, in Å:
1 N -0.743 -0.662 -1.706
2 N 0.825 0.361 1.590
3 O -0.297 0.203 -2.338
4 O 1.549 -0.598 1.367
5 O 1.189 1.357 2.200
6 F -2.295 -0.714 -1.901
7 S -0.763 0.318 1.035

Output
charge = -1
LUMO energy (alpha / beta) = 2.868 / 2.866 eV
energy relative to the best compared isomer or geometry (same formula, charge and spin) = 5.2 kJ/mol
HOMO level (alpha / beta) = -3.795 / -3.794 eV